Entry 1:
The following is a quantum chemistry calculation of C9H11O2P as an isolated structure, from OMol25.

Structure (XYZ):
```
23
Properties=species:S:1:pos:R:3
C 2.1380 -0.9648 -1.8573
C 1.7544 -1.5450 -0.6218
C 1.3368 0.0511 -2.3599
C 0.6017 -1.2084 0.0766
C 0.1649 0.5156 -1.6241
C -0.0509 -0.0887 -0.4311
C 0.2710 -1.6926 1.3853
C -0.7954 1.6957 -1.8561
C -1.1805 1.1544 2.6464
O -3.0842 0.2038 0.8494
O -1.1326 -1.4288 1.7732
P -1.6638 0.0451 1.2172
H 3.0180 -1.1904 -2.4505
H 2.5244 -2.2232 -0.1897
H 1.6306 0.6135 -3.2607
H 0.3028 -2.7975 1.5143
H 0.8443 -1.1032 2.1771
H -0.7438 2.4801 -1.0881
H -0.7105 2.0835 -2.8857
H -1.8215 1.2462 -1.7555
H -1.0768 0.4798 3.5072
H -0.2704 1.7403 2.4307
H -2.0564 1.9335 2.8032
```

Results
2S+1   1
Lowest unoccupied orbital energy   0.64 eV
Highest occupied orbital energy   -9.21 eV

Here are the Löwdin charges for atoms 1 to 4, given in e: -0.079 -0.043 -0.033 -0.277

---

Entry 2:
The following is a quantum chemistry calculation of C27H38Cl4CuNO2SSbSi3 as an isolated structure, from OMol25.

Structure (XYZ):
```
78
Properties=species:S:1:pos:R:3
Cu -0.1127 -0.4545 -0.8789
Cl -6.7056 -0.9584 -1.6225
C -4.9879 -1.1611 -1.8605
C -4.4479 -1.9593 -2.8380
Cl -5.5534 -3.0532 -3.6320
C -3.0723 -2.0498 -3.0493
Cl -2.4372 -3.2181 -4.1592
C -2.2067 -1.2540 -2.3448
O -0.8951 -1.2778 -2.4801
C -2.7194 -0.4199 -1.3290
O -1.8357 0.2772 -0.6182
C -4.0835 -0.3786 -1.0848
Cl -4.7626 0.5964 0.2132
C 1.6312 1.9941 -3.8600
Si 0.4683 2.9316 -2.6746
C 0.7812 4.7587 -2.6204
C -1.2469 2.3964 -3.0634
Sb 0.9961 1.9179 -0.3200
Si -0.7027 3.1217 1.1963
C -2.1548 3.3970 0.0782
C -0.0598 4.6231 2.0755
C -1.1144 1.8701 2.5648
Si 3.4121 2.0912 0.4598
C 4.4325 1.0301 -0.6766
C 3.2201 1.3207 2.1729
C 4.0407 3.8793 0.4811
H 1.4389 2.3075 -4.8945
H 1.3701 0.9221 -3.7280
H 2.7378 2.0909 -3.7955
H 0.0631 5.3566 -3.1968
H 1.7673 4.9808 -2.9391
H 0.6773 5.1946 -1.6179
H -1.5070 2.5453 -4.1528
H -2.0331 3.0735 -2.5906
H -1.4018 1.3469 -2.8160
H -1.9544 4.2726 -0.5278
H -3.0375 3.7205 0.6411
H -2.3641 2.5285 -0.5375
H 0.2911 5.4509 1.3750
H 0.6767 4.4283 2.8588
H -0.9288 5.0732 2.5830
H -1.8677 1.1362 2.3144
H -1.5166 2.3054 3.4457
H -0.2236 1.3478 2.8035
H 4.0880 -0.0394 -0.7353
H 5.4670 0.9963 -0.3663
H 4.4288 1.3749 -1.7471
H 2.5633 0.4272 2.1502
H 2.6860 1.9604 2.8825
H 4.1720 1.1378 2.6822
H 4.1187 4.3172 -0.5082
H 5.0388 3.8871 0.9710
H 3.4316 4.5685 1.1054
N 1.0997 -1.9405 -0.1178
S 0.5785 -2.3233 1.3302
C -1.0617 -3.1068 1.1319
C -1.5408 -3.5357 -0.1137
C -2.8592 -3.8408 -0.2715
C -3.7485 -3.7490 0.8066
C -3.2426 -3.3296 2.0317
C -1.8996 -3.0261 2.2495
C 1.6362 -3.6204 1.7936
C 2.7289 -3.2321 2.5303
C 3.5878 -4.1582 3.0624
C 3.2769 -5.5103 2.9507
C 2.1080 -5.9137 2.3162
C 1.2556 -4.9793 1.7258
H 1.0969 -2.6480 -0.7909
H -0.8400 -3.6175 -0.9809
H -3.2106 -4.0950 -1.2725
H -4.7782 -3.9138 0.8288
H -3.9734 -3.1047 2.7624
H -1.6200 -2.6659 3.1984
H 2.8718 -2.1702 2.6669
H 4.4649 -3.7708 3.5286
H 3.9110 -6.2582 3.4470
H 1.7343 -6.9371 2.2453
H 0.3585 -5.2850 1.1519
```

Results
2S+1   2
Lowest unoccupied orbital energy (alpha / beta)   -0.04 / -0.65 eV
Highest occupied orbital energy (alpha / beta)   -6.94 / -6.92 eV

Here are the Löwdin charges for atoms 1 to 4, given in e: 0.341 0.626 -0.716 -0.713

---

Entry 3:
The following is a quantum chemistry calculation of one molecule with the formula C4H6BrN, from OMol25.

Structure (XYZ):
```
12
Properties=species:S:1:pos:R:3
C -0.5582 -1.7072 0.5014
C -0.9234 -0.4107 0.1104
C -0.1462 0.7228 -0.0567
C 1.3286 0.4910 -0.4074
N -0.7038 1.8211 0.2162
Br -2.7736 -0.1021 -0.0910
H -1.2173 -2.6148 0.4754
H 0.4170 -2.1600 0.5453
H 1.9252 1.3541 -0.0733
H 1.2399 0.5066 -1.4916
H 1.6412 -0.5506 0.0502
H -0.2294 2.6497 0.2211
```

Results
2S+1   1
SMILES   [H]/N=C(\C)C(=C)Br
Lowest unoccupied orbital energy   0.03 eV
Highest occupied orbital energy   -9.17 eV

Here are the Löwdin charges for atoms 1 to 4, given in e: -0.005 -0.718 -0.546 -0.016

---

Entry 4:
The following is a quantum chemistry calculation of C27H28Cl3ErN8OSSe as an isolated structure, from OMol25.

Structure (XYZ):
```
70
Properties=species:S:1:pos:R:3
Er -0.1882 0.0817 0.0588
C 2.4842 1.3764 -1.7000
C 2.8471 1.3078 -0.2123
N 1.7147 1.7170 0.6460
C 1.3889 3.1504 0.5184
C 0.3341 3.4176 -0.5330
C 0.1821 4.6810 -1.0913
C -0.8457 4.8889 -1.9955
C -1.6777 3.8313 -2.3276
C -1.4512 2.5957 -1.7392
C -2.3050 1.3885 -2.0535
N -1.5040 0.1495 -2.0653
C -0.6832 0.0077 -3.2821
C 0.6160 0.8188 -3.2110
N 1.3500 0.4847 -1.9801
N -0.4680 2.4000 -0.8532
H 3.3697 1.1098 -2.2883
H 2.2146 2.4014 -1.9650
H 3.7330 1.9334 -0.0288
H 3.0963 0.2702 0.0484
H 2.0199 1.5759 1.6128
H 2.2850 3.7481 0.3041
H 0.9899 3.5062 1.4763
H 0.8480 5.4822 -0.8128
H -0.9818 5.8553 -2.4507
H -2.4855 3.9737 -3.0249
H -2.8186 1.5396 -3.0131
H -3.0756 1.2955 -1.2761
H -2.1598 -0.6366 -2.0602
H -1.2366 0.3156 -4.1792
H -0.4292 -1.0520 -3.3746
H 0.3906 1.8867 -3.2072
H 1.2030 0.6009 -4.1104
H 1.7396 -0.4525 -2.1151
Cl -4.9208 0.0619 5.5605
C -4.0057 -0.2325 4.1377
C -3.2060 0.7761 3.6176
C -2.4688 0.5059 2.4831
Cl -1.4294 1.7201 1.7990
C -2.4809 -0.7197 1.7974
O -1.7922 -0.9101 0.7018
C -3.3144 -1.7064 2.3716
Cl -3.3636 -3.2342 1.5817
C -4.0590 -1.4736 3.5105
H -3.1667 1.7446 4.0876
H -4.6821 -2.2572 3.9110
Se 1.4180 -2.6765 1.6537
N 0.9327 -0.9916 1.9693
C 1.5688 -0.5896 3.0900
C 1.3666 0.6240 3.7757
C 2.1050 0.8730 4.9028
C 3.0982 -0.0239 5.3539
C 3.3212 -1.2130 4.7214
C 2.5183 -1.5439 3.6094
N 2.5471 -2.6972 2.9507
H 0.5912 1.3027 3.4446
H 1.9314 1.7755 5.4696
H 3.6780 0.2294 6.2281
H 4.0718 -1.9079 5.0582
S 0.9807 -2.5527 -1.4292
C 0.2890 -3.7219 -2.4208
N 1.0957 -4.7093 -2.9386
C 0.5891 -5.7045 -3.6893
C -0.7580 -5.7412 -3.9408
C -1.5246 -4.6754 -3.4338
N -1.0080 -3.7025 -2.7271
H 2.0882 -4.6803 -2.7189
H 1.2777 -6.4473 -4.0669
H -1.1987 -6.5370 -4.5149
H -2.5896 -4.6132 -3.6204
```

Results
2S+1   4
Net charge   +2
Lowest unoccupied orbital energy (alpha / beta)   -5.95 / -5.95 eV
Highest occupied orbital energy (alpha / beta)   -12.68 / -12.68 eV

Here are the Löwdin charges for atoms 1 to 4, given in e: 1.146 -0.173 -0.170 -0.131

---

Entry 5:
The following is a quantum chemistry calculation of CH2BrF2P as an isolated structure, from OMol25.

Structure (XYZ):
```
7
Properties=species:S:1:pos:R:3
C -0.1907 0.7875 0.2004
F -1.2019 1.2331 0.9083
F 0.8933 0.8727 1.0817
P -0.6388 -1.1707 -0.3222
Br 0.5085 -1.4611 -2.1507
H 0.1247 1.5228 -0.6410
H 0.5050 -1.7844 0.9235
```

Results
2S+1   1
Lowest unoccupied orbital energy   0.13 eV
Highest occupied orbital energy   -9.79 eV

Here are the Löwdin charges for atoms 1 to 4, given in e: -0.621 0.005 -0.077 0.397

---

Entry 6:
The following is a quantum chemistry calculation of one molecule with the formula C6H11N, from OMol25.

Structure (XYZ):
```
18
Properties=species:S:1:pos:R:3
C -0.5177 -1.5916 -1.8537
C 0.4741 -0.5056 -0.0257
C -0.5551 0.4878 0.2692
C 1.9159 0.0568 0.2190
C -0.9865 0.5258 1.7001
C -0.8294 1.4667 -0.5915
N 0.5009 -1.0580 -1.3383
H -0.4862 -2.3084 -2.6071
H 0.3834 -1.3819 0.7611
H 1.9805 1.1169 -0.0589
H 2.6792 -0.4230 -0.3673
H 2.2305 -0.0479 1.2304
H -1.2308 -0.3950 1.9196
H -1.8464 1.1390 1.9063
H -0.1718 0.8512 2.3376
H -1.4978 2.2366 -0.4545
H -1.6303 -1.6801 -1.5296
H -0.4125 1.5108 -1.5169
```

Results
2S+1   1
SMILES   C=N[C@@H](C)C(=C)C
Lowest unoccupied orbital energy   0.97 eV
Highest occupied orbital energy   -9.26 eV

Here are the Löwdin charges for atoms 1 to 4, given in e: -0.051 -0.407 -0.340 -0.046